Computed, not measured: 9 unconnected molecules or ions with the total composition C28H37FO27 in a non-equilibrium geometry, with ωB97M-V with the def2-TZVPD basis set.

```
93
Properties=species:S:1:pos:R:3:mulliken_charge:R:1
O 0.770 1.417 1.861 -0.5996
C -0.074 0.763 1.292 0.7134
O 0.229 -0.068 0.318 -0.2707
C -0.900 -0.288 -0.492 -0.4097
C -1.954 -0.057 0.562 0.4440
F -2.437 -1.248 0.874 -0.2900
O -1.376 0.595 1.606 -0.2980
H -0.869 0.359 -1.368 0.2423
H -0.878 -1.276 -0.953 0.2455
H -2.788 0.535 0.185 0.2218
C -3.745 -8.421 0.623 -1.2728
C -2.579 -7.604 1.104 0.2895
C -2.783 -6.309 1.870 -0.3059
O -1.890 -6.439 2.925 -0.2766
C -1.405 -7.685 3.066 0.6127
O -0.893 -8.140 4.131 -0.5809
O -1.846 -8.427 1.972 -0.3464
H -4.354 -7.784 -0.019 0.3681
H -4.281 -8.861 1.464 0.3223
H -3.311 -9.115 -0.098 0.3359
H -1.758 -7.581 0.388 0.3065
H -3.810 -5.970 2.003 0.3077
H -2.333 -5.577 1.200 0.2412
O -3.001 -1.475 7.030 -0.5929
C -2.484 -0.350 6.882 0.7375
O -1.204 -0.159 6.732 -0.2787
C -0.910 1.141 6.748 -0.2743
C -2.254 1.884 7.095 -0.2957
O -3.101 0.783 6.600 -0.3332
H -0.122 1.460 7.430 0.3045
H -0.614 1.529 5.773 0.2121
H -2.441 2.727 6.431 0.2648
H -2.335 2.162 8.146 0.2575
O -7.972 1.293 -0.386 -0.5713
C -7.548 1.349 -1.565 0.7021
O -6.444 1.819 -2.030 -0.3082
C -6.099 1.407 -3.351 -0.1904
C -7.294 0.568 -3.734 -0.2921
O -8.084 0.597 -2.590 -0.3608
H -6.066 2.330 -3.930 0.2864
H -5.279 0.690 -3.389 0.2683
H -7.026 -0.443 -4.040 0.2374
H -7.948 0.994 -4.495 0.2279
O 2.156 -5.124 -0.873 -0.5722
C 2.804 -4.427 -1.634 0.6597
O 4.091 -4.717 -2.055 -0.3213
C 4.497 -3.859 -3.067 -0.3499
C 3.419 -2.727 -2.879 -0.2875
O 2.337 -3.413 -2.327 -0.2724
H 5.468 -3.381 -2.935 0.3175
H 4.591 -4.288 -4.065 0.2654
H 3.301 -2.485 -3.935 0.2663
H 3.776 -1.866 -2.315 0.2951
O 7.552 -2.844 0.563 -0.5438
C 7.063 -2.083 1.376 0.6694
O 7.728 -1.190 2.104 -0.3328
C 6.958 -0.561 3.029 -0.3221
C 5.426 -0.899 2.482 -0.2958
O 5.744 -1.821 1.506 -0.2675
H 7.003 -1.142 3.949 0.2970
H 7.055 0.522 3.113 0.2937
H 5.022 0.002 2.020 0.2501
H 4.802 -1.222 3.316 0.2561
O -1.223 0.248 -5.343 -0.5845
C -0.354 0.913 -5.849 0.7162
O 0.782 1.195 -5.282 -0.3041
C 1.585 1.912 -6.213 -0.3122
C 0.598 2.307 -7.267 -0.2241
O -0.558 1.652 -6.903 -0.3362
H 1.902 2.756 -5.601 0.2246
H 2.465 1.328 -6.481 0.2383
H 0.836 1.803 -8.204 0.2937
H 0.564 3.396 -7.300 0.2890
O -1.443 6.966 -4.396 -0.5297
C -1.431 6.261 -3.428 0.6998
O -0.938 5.060 -3.288 -0.3233
C -1.578 4.378 -2.141 0.0389
C -2.136 5.459 -1.347 -0.3586
O -1.992 6.584 -2.233 -0.3919
H -2.382 3.718 -2.468 0.1460
H -0.857 3.874 -1.498 0.1475
H -1.461 5.623 -0.507 0.2230
H -3.064 5.362 -0.783 0.3443
O 4.356 4.032 4.848 -0.5862
C 4.215 4.505 3.688 0.7129
O 3.414 5.507 3.310 -0.3308
C 3.939 6.282 2.310 -0.2708
C 4.766 5.107 1.725 -0.3872
O 4.987 4.170 2.662 -0.2783
H 3.246 6.852 1.691 0.2814
H 4.591 7.022 2.776 0.2602
H 5.652 5.588 1.310 0.2868
H 4.218 4.541 0.972 0.3092
```

The LUMO energy comes out at -0.44 eV. Its spin multiplicity is 1. Its SMILES is O=C1OC[C@@H](F)O1.C[C@H]1COC(=O)O1.O=C1OCCO1.O=C1OCCO1.O=C1OCCO1.O=C1OCCO1.O=C1OCCO1.O=C1OCCO1.O=C1OCCO1. The calculation puts the energy relative to the best compared isomer or geometry (same formula, charge and spin) at 5.391 eV. The charge is 0. The HOMO-LUMO gap comes out at 9.879 eV. The strongest force on any atom comes out at 5.8 eV/Å.



Computed, not measured: a gas-phase ion, CHF3N3 (charge +1) in a non-equilibrium geometry, with ωB97M-V with the def2-TZVPD basis set.

```
8
Properties=species:S:1:pos:R:3:mulliken_charge:R:1
F -1.402 1.700 -0.649 -0.1112
C -0.209 1.326 -0.368 0.8808
N 1.018 1.283 -0.683 -0.2627
N 0.388 0.491 0.508 -0.4053
N 0.234 -0.862 0.419 0.6324
F -0.772 -1.208 1.252 -0.0258
F -0.406 -1.199 -0.842 -0.1659
H 1.148 -1.531 0.362 0.4578
```

The LUMO energy comes out at -6.16 eV. Its spin multiplicity is 1. Its SMILES is FC1=NN1[NH+](F)F. The calculation puts the energy relative to the best compared isomer or geometry (same formula, charge and spin) at 3.069 eV. The charge is +1. The HOMO-LUMO gap comes out at 10.995 eV. The strongest force on any atom comes out at 4.0 eV/Å.



Computed, not measured: a molecular structure, C6H10O, with ωB97M-V with the def2-TZVPD basis set.

```
17
Properties=species:S:1:pos:R:3:mulliken_charge:R:1
C 2.425 0.210 0.383 -1.2201
C 1.166 0.020 -0.459 -0.3051
C 0.004 -0.549 0.332 0.1008
O -0.583 0.411 1.255 -0.4352
C -1.870 0.163 0.699 -0.0868
C -1.930 0.570 -0.734 -0.6733
C -1.342 -0.765 -0.352 -0.3941
H 2.843 -0.755 0.693 0.3122
H 2.204 0.789 1.285 0.3045
H 3.197 0.742 -0.182 0.3606
H 1.370 -0.651 -1.304 0.2864
H 0.855 0.982 -0.881 0.2043
H 0.311 -1.440 0.897 0.3741
H -2.718 0.095 1.374 0.3855
H -2.909 0.512 -1.203 0.2640
H -1.297 1.379 -1.093 0.1634
H -1.726 -1.713 -0.710 0.3588
```

The LUMO energy comes out at 1.19 eV. Its spin multiplicity is 1. The calculation puts the energy relative to the best compared isomer or geometry (same formula, charge and spin) at 1.686 eV. The charge is 0. The HOMO-LUMO gap comes out at 10.440 eV. The strongest force on any atom comes out at 0.4 eV/Å.



Computed, not measured: 2 unconnected molecules or ions with the total composition C4H10O3 in a non-equilibrium geometry, with ωB97M-V with the def2-TZVPD basis set.

```
17
Properties=species:S:1:pos:R:3:mulliken_charge:R:1
C -1.751 0.506 1.014 -1.2168
C -0.269 0.196 1.014 -0.2409
C 0.443 1.046 -0.056 -0.5295
C 1.933 0.909 -0.077 0.4043
O 2.663 1.519 -0.825 -0.5893
O 2.436 0.049 0.820 -0.4283
H -2.283 0.090 0.162 0.2916
H -1.857 1.585 1.113 0.3401
H -2.203 0.237 1.978 0.3535
H -0.016 -0.826 0.737 0.3333
H 0.190 0.379 1.987 0.3009
H -0.090 1.037 -0.994 0.3969
H 0.409 2.072 0.272 0.2512
H 3.395 0.037 0.662 0.3331
O -1.025 -3.237 -2.356 -0.6359
H -1.428 -2.372 -2.256 0.3116
H -0.547 -3.226 -3.196 0.3241
```

The LUMO energy comes out at 0.54 eV. Its spin multiplicity is 1. Its SMILES is CCCC(=O)O.O. The calculation puts the energy relative to the best compared isomer or geometry (same formula, charge and spin) at 0.423 eV. The charge is 0. The HOMO-LUMO gap comes out at 10.925 eV. The strongest force on any atom comes out at 1.9 eV/Å.